Record 1
DFT (ωB97M-V with the def2-TZVPD basis set) results for 2 unconnected molecules or ions with the total composition C4H13N2O2 at a distorted geometry.

Each line ends with the Mulliken charge.
Positions of all 21 atoms, in Å:
O  -0.402  2.383  1.559  -0.396
C  -0.859  1.312  1.751  -0.235
C  -0.334  0.014  1.162  -0.122
C  -1.433  -0.243  0.033  -0.597
C  -1.271  -1.667  -0.387  -0.711
N  0.077  -1.748  -1.241  -0.679
N  1.071  0.009  0.521  -0.240
H  -1.625  1.231  2.510  0.445
H  -0.330  -0.916  1.809  0.439
H  -1.455  0.541  -0.693  0.347
H  -2.445  -0.036  0.629  0.430
H  -2.057  -2.282  -0.940  0.369
H  -1.189  -2.324  0.523  0.311
H  0.284  -2.693  -1.471  0.220
H  -0.204  -1.199  -2.219  0.295
H  1.217  0.892  -0.026  0.356
H  1.661  0.037  1.358  0.365
H  1.285  -0.948  0.103  0.393
H  2.386  -0.339  -2.881  0.350
H  1.637  0.448  -1.905  0.266
O  2.424  0.524  -2.446  -0.607

- E_LUMO (eV) = -3.39
- charge = +1
- highest occupied orbital energy (eV) = -14.462
- gap between HOMO and LUMO (eV) = 11.071
- energy above the lowest of the compared OMol25 structures with the same formula, charge and spin (eV) = 4.040


Record 2
DFT (ωB97M-V with the def2-TZVPD basis set) results for a molecular structure, C30H28F5N6S2Tl.

Each line ends with the Mulliken charge.
Positions of all 72 atoms, in Å:
Tl  -1.178  1.986  1.146  0.654
C  -0.424  0.005  -1.873  -0.705
N  0.053  0.043  -0.503  0.855
C  0.262  -1.278  0.067  -0.857
C  -0.889  -1.702  0.923  0.084
N  -1.890  -0.953  1.283  -0.192
C  -2.674  -1.759  2.102  0.350
C  -3.854  -1.464  2.778  -0.574
C  -4.423  -2.461  3.548  -0.603
C  -3.837  -3.731  3.648  -0.415
C  -2.666  -4.042  2.982  -1.179
C  -2.102  -3.033  2.211  0.662
N  -0.956  -2.969  1.438  0.113
C  -0.959  1.334  -2.292  0.038
N  -1.648  2.129  -1.522  -0.535
C  -1.958  3.232  -2.313  0.295
C  -2.666  4.391  -2.001  -0.764
C  -2.837  5.326  -3.002  -0.613
C  -2.326  5.120  -4.293  -0.392
C  -1.625  3.976  -4.619  -1.180
C  -1.450  3.045  -3.602  0.770
N  -0.808  1.819  -3.555  0.010
H  -1.240  -0.722  -1.929  0.507
H  0.346  -0.317  -2.589  0.277
H  0.915  0.575  -0.428  -0.335
H  1.177  -1.252  0.666  0.169
H  0.421  -2.043  -0.707  0.320
H  -4.304  -0.483  2.696  0.473
H  -5.340  -2.263  4.086  0.384
H  -4.313  -4.485  4.260  0.387
H  -2.216  -5.023  3.061  0.397
H  -0.296  -3.709  1.274  0.204
H  -3.057  4.553  -1.005  0.471
H  -3.371  6.242  -2.788  0.396
H  -2.474  5.883  -5.046  0.384
H  -1.215  3.827  -5.609  0.474
H  -0.262  1.396  -4.286  0.302
F  1.164  5.518  -4.763  -0.403
C  1.235  4.941  -3.559  1.004
C  1.733  3.659  -3.428  -0.308
F  2.121  2.981  -4.520  -0.409
C  1.785  3.066  -2.182  0.084
F  2.249  1.799  -2.127  -0.301
C  1.350  3.699  -1.020  0.447
S  1.477  2.935  0.544  -0.285
C  0.826  4.979  -1.199  0.490
F  0.345  5.658  -0.153  -0.461
C  0.773  5.599  -2.435  0.102
F  0.261  6.828  -2.554  -0.385
C  -0.493  1.119  4.593  -0.974
S  0.807  0.441  3.548  0.137
C  0.612  -1.299  3.963  -0.733
H  -1.476  0.823  4.227  0.174
H  -0.409  2.204  4.563  0.342
H  -0.365  0.786  5.623  0.399
H  0.877  -1.479  5.004  0.525
H  1.288  -1.870  3.326  0.248
H  -0.411  -1.629  3.785  0.000
N  3.142  0.048  1.020  -0.257
C  4.354  -0.487  0.577  0.575
C  4.717  -0.389  -0.768  -0.273
C  5.888  -0.975  -1.220  -0.635
C  6.717  -1.672  -0.351  -0.504
C  6.358  -1.768  0.986  -0.532
C  5.190  -1.183  1.449  -0.570
H  2.811  0.872  0.517  -0.280
H  3.111  0.245  2.011  0.189
H  4.083  0.165  -1.448  0.483
H  6.158  -0.879  -2.264  0.379
H  7.631  -2.127  -0.709  0.369
H  6.996  -2.300  1.681  0.367
H  4.924  -1.256  2.498  0.366

- E_LUMO (eV) = 0.30
- charge = 0
- highest occupied orbital energy (eV) = -7.219
- gap between HOMO and LUMO (eV) = 7.515
- energy above the lowest of the compared OMol25 structures with the same formula, charge and spin (eV) = 0.195


Record 3
DFT (ωB97M-V with the def2-TZVPD basis set) results for a molecular structure, C6H13NO at a distorted geometry.

Each line ends with the Mulliken charge.
Positions of all 21 atoms, in Å:
C  -0.204  -0.777  -0.253  0.195
C  1.592  -1.040  0.410  -0.756
C  0.344  1.582  0.169  -1.060
C  2.612  -0.624  -0.614  -0.919
N  -0.497  0.405  0.356  -0.301
C  -2.174  0.779  -0.291  -0.151
C  -3.265  0.442  0.384  -0.652
O  -0.906  -1.849  0.228  -0.500
H  -1.291  -1.533  1.062  0.356
H  -0.112  -0.825  -1.341  0.356
H  1.727  -0.597  1.395  0.364
H  1.559  -2.122  0.542  0.338
H  -2.241  1.455  -1.145  0.360
H  1.166  1.574  0.888  0.311
H  -0.244  2.471  0.409  0.400
H  0.706  1.686  -0.859  0.353
H  2.374  -1.021  -1.606  0.278
H  3.607  -1.007  -0.350  0.346
H  2.712  0.461  -0.692  0.244
H  -3.209  -0.230  1.237  0.169
H  -4.256  0.770  0.071  0.266

- E_LUMO (eV) = 1.12
- charge = 0
- highest occupied orbital energy (eV) = -8.212
- gap between HOMO and LUMO (eV) = 9.334
- energy above the lowest of the compared OMol25 structures with the same formula, charge and spin (eV) = 4.649


Q: energy above the lowest of the compared OMol25 structures with the same formula, charge and spin of number 1 (C4H13N2O2)?
A: 4.040 eV


Q: Among the records above, which one has the highest gap between HOMO and LUMO?
A: C4H13N2O2


What did the third record say?
DFT (ωB97M-V with the def2-TZVPD basis set) results for a molecular structure, C6H13NO at a distorted geometry.

Each line ends with the Mulliken charge.
Positions of all 21 atoms, in Å:
C  -0.204  -0.777  -0.253  0.195
C  1.592  -1.040  0.410  -0.756
C  0.344  1.582  0.169  -1.060
C  2.612  -0.624  -0.614  -0.919
N  -0.497  0.405  0.356  -0.301
C  -2.174  0.779  -0.291  -0.151
C  -3.265  0.442  0.384  -0.652
O  -0.906  -1.849  0.228  -0.500
H  -1.291  -1.533  1.062  0.356
H  -0.112  -0.825  -1.341  0.356
H  1.727  -0.597  1.395  0.364
H  1.559  -2.122  0.542  0.338
H  -2.241  1.455  -1.145  0.360
H  1.166  1.574  0.888  0.311
H  -0.244  2.471  0.409  0.400
H  0.706  1.686  -0.859  0.353
H  2.374  -1.021  -1.606  0.278
H  3.607  -1.007  -0.350  0.346
H  2.712  0.461  -0.692  0.244
H  -3.209  -0.230  1.237  0.169
H  -4.256  0.770  0.071  0.266

- E_LUMO (eV) = 1.12
- charge = 0
- highest occupied orbital energy (eV) = -8.212
- gap between HOMO and LUMO (eV) = 9.334
- energy above the lowest of the compared OMol25 structures with the same formula, charge and spin (eV) = 4.649


Q: Which value of energy above the lowest of the compared OMol25 structures with the same formula, charge and spin does entry 3 give?
A: 4.649 eV